Record 1
Density functional theory data (ωB97M-V with the def2-TZVPD basis set) for a molecular structure, C8H16N2O4 in a non-equilibrium geometry.

Each line ends with the Löwdin charge.
Positions of all 30 atoms, in Å:
C (-0.0932, -0.3900, 1.7397)  -0.55
C (-1.1126, -1.5299, 1.6159)  -0.09
C (-0.5781, -2.3026, 0.3852)  -0.22
C (-1.0764, -1.9407, -0.9993)  -0.21
C (-0.7168, -0.4708, -1.3460)  -0.19
C (0.8129, -0.0699, -1.9426)  -0.14
C (0.8462, 1.5020, -1.4084)  -0.17
C (0.8115, 2.0123, -0.0481)  -0.51
H (-1.5308, 1.5503, 0.5395)  0.15
H (-0.0432, 1.6230, 1.6839)  0.11
H (-0.9608, -2.0521, 2.6536)  0.17
H (-2.0858, -1.0313, 1.4179)  0.12
H (0.5885, -2.2238, 0.5354)  0.15
H (-1.1084, -3.1452, 0.6073)  0.06
H (-2.1406, -2.4941, -1.2067)  0.17
H (-0.5522, -2.5287, -1.5931)  0.04
H (-1.4274, -0.0606, -2.1681)  0.12
H (-0.9242, 0.3861, -0.5002)  0.10
H (1.7222, -0.9017, -1.4924)  0.16
H (0.7494, 0.1216, -3.3873)  0.20
H (1.7114, 2.1729, -2.2032)  0.21
H (-0.0982, 1.8951, -1.9784)  0.13
H (1.6916, 2.3589, 1.8283)  0.26
H (2.5777, 0.2307, 0.3936)  0.13
N (-0.7139, 0.7974, 2.1528)  -0.03
N (1.8542, 2.0641, 0.7207)  0.03
O (-1.9130, 1.2791, 1.5869)  -0.14
O (1.0671, -0.5518, 1.5985)  0.05
O (-0.3032, 2.4923, 0.4130)  -0.07
O (2.9462, 1.2075, 0.4016)  -0.03

Results
E_LUMO = -0.0030 Eh
energy relative to the best compared isomer or geometry (same formula, charge and spin) = 270.3 kcal/mol
total energy = -19715.0599 eV

***

Record 2
Density functional theory data (ωB97M-V with the def2-TZVPD basis set) for C8H16N2O4 in the gas phase in a non-equilibrium geometry.

Each line ends with the Löwdin charge.
Positions of all 30 atoms, in Å:
C (-1.7367, 0.7094, -0.3300)  -0.28
C (-0.8566, 0.3634, 0.9257)  -0.48
C (-2.5056, -0.5500, -0.7170)  -0.33
C (-1.4594, -1.8524, -0.8647)  -0.02
C (-3.5698, -0.9669, 0.3016)  -0.08
C (1.3790, 0.0108, -0.2075)  -0.22
C (2.5290, -0.8891, 0.1317)  -0.42
C (1.8617, 1.4963, -0.1897)  -0.16
H (-0.8014, 0.3527, -2.0415)  0.11
H (-1.5797, 1.7834, -1.9617)  0.05
H (-2.4065, 1.4388, 0.0300)  0.14
H (-2.9975, -0.3081, -1.6676)  0.13
H (-0.6325, -1.8735, -1.6107)  0.07
H (-1.2113, -1.9571, 0.1820)  0.06
H (-2.1041, -2.7145, -1.0084)  0.06
H (-4.0025, -0.0304, 0.7936)  0.10
H (-4.3176, -1.5217, -0.2205)  0.07
H (-3.1299, -1.3676, 1.2372)  0.09
H (0.7966, -0.1454, 1.6204)  0.11
H (0.8283, -0.2438, -1.1856)  0.15
H (2.7659, 1.4432, 0.3716)  0.11
H (2.2471, 1.7329, -1.2182)  0.13
H (0.3085, 2.0907, -0.5287)  0.00
H (3.3504, -0.6612, -1.6308)  0.08
N (-1.0085, 1.2254, -1.4686)  0.07
N (0.3728, -0.0480, 0.7897)  0.13
O (-1.4414, 0.5576, 1.9691)  0.09
O (2.5988, -1.4069, 1.2269)  0.15
O (0.8723, 2.5415, 0.1006)  -0.04
O (3.4061, -1.2159, -0.8853)  0.14

Results
E_LUMO = 0.0071 Eh
energy relative to the best compared isomer or geometry (same formula, charge and spin) = 68.2 kcal/mol
total energy = -19723.8219 eV

***

Record 3
Density functional theory data (ωB97M-V with the def2-TZVPD basis set) for C8H16N2O6S in the gas phase in a non-equilibrium geometry.

Each line ends with the Löwdin charge.
Positions of all 33 atoms, in Å:
O (3.6763, -2.0695, 2.4343)  -0.06
N (2.8097, -1.6068, 1.6484)  -0.03
O (-1.8324, 2.6307, -2.4831)  -0.10
O (-0.4214, 0.8661, -3.6777)  -0.06
O (1.4123, 1.5824, 1.0946)  -0.05
O (0.2677, -1.2167, -2.0594)  -0.03
O (-0.7313, 1.8899, -0.2715)  -0.04
S (-0.8871, -0.6164, 1.9792)  0.95
N (1.6371, -1.1190, 2.1227)  -0.15
C (-2.5007, 1.2989, -2.5619)  -0.13
C (-0.3870, -1.7338, 3.3051)  -0.45
C (1.0995, -1.5041, 3.4546)  -0.20
C (0.6727, -0.7908, 1.0617)  -0.47
C (-1.4065, 0.2308, -2.8300)  -0.27
C (1.1307, 0.4639, 0.2435)  -0.29
C (-0.6097, -0.2027, -1.5425)  -0.26
C (0.1461, 0.9323, -0.8213)  -0.29
H (-1.3478, 2.6283, -1.6330)  0.04
H (-0.5538, 1.8461, -3.6066)  0.10
H (2.0695, 1.3359, 1.8040)  0.14
H (0.7262, -0.8946, -2.8607)  0.11
H (-0.2808, 2.2173, 0.5512)  0.13
H (-3.0561, 1.0671, -1.6338)  0.13
H (-3.1854, 1.3039, -3.4156)  0.12
H (-0.8805, -1.4594, 4.2379)  0.08
H (-0.6134, -2.7952, 3.0413)  0.09
H (1.2511, -0.6114, 4.1401)  0.14
H (1.6362, -2.3537, 3.8443)  0.11
H (0.5399, -1.6511, 0.4153)  0.11
H (-1.8536, -0.6578, -3.3313)  0.16
H (2.0852, 0.2001, -0.2554)  0.16
H (-1.3849, -0.6568, -0.8534)  0.15
H (0.7722, 1.4460, -1.5410)  0.15

Results
E_LUMO = 0.0119 Eh
energy relative to the best compared isomer or geometry (same formula, charge and spin) = 112.3 kcal/mol
total energy = -34652.7048 eV

***

Record 4
Density functional theory data (ωB97M-V with the def2-TZVPD basis set) for 2 unconnected molecules or ions with the total composition C8H16N2O6S in a non-equilibrium geometry.

Each line ends with the Löwdin charge.
Positions of all 33 atoms, in Å:
C (2.0090, 0.7264, 0.2411)  -0.30
C (1.2742, 1.9795, -0.2246)  -0.49
C (2.2009, -0.2333, -0.9335)  -0.14
C (3.0292, -1.4524, -0.5501)  -0.11
C (4.4816, -1.1157, -0.2594)  -0.51
C (-3.2671, 0.2041, 0.2704)  -0.37
C (-1.8439, 0.1313, 0.8545)  -0.47
C (-3.7800, -1.2037, -0.0352)  -0.52
H (1.3863, 0.6675, 2.1824)  0.09
H (0.4158, -0.1508, 1.1684)  0.03
H (3.0033, 1.0654, 0.5593)  0.15
H (1.2189, -0.5634, -1.2951)  0.13
H (2.6766, 0.3083, -1.7548)  0.13
H (2.5984, -1.9238, 0.3421)  0.12
H (3.0111, -2.1960, -1.3579)  0.13
H (4.7048, -2.9604, 0.1846)  0.11
H (0.3330, 3.4546, 0.4256)  0.13
H (-2.9881, 0.6855, -1.7009)  0.10
H (-4.2246, 1.4865, -1.0100)  0.08
H (-3.8851, 0.6378, 1.0675)  0.16
H (-3.6279, -1.8509, 0.8292)  0.08
H (-3.2014, -1.6369, -0.8590)  0.08
H (-6.0624, -1.0099, 0.6246)  -0.14
H (-1.6359, 1.7447, -0.0429)  0.11
N (1.3907, 0.0504, 1.3758)  0.08
N (-3.2817, 1.1488, -0.8431)  0.04
O (1.1729, 2.3613, -1.3652)  0.11
O (4.9692, -0.0203, -0.3626)  0.12
O (5.2444, -2.1598, 0.1357)  0.11
O (0.7421, 2.6631, 0.8121)  0.07
O (-1.4642, -0.7814, 1.5430)  0.11
O (-1.0869, 1.1876, 0.5552)  0.08
S (-5.5131, -1.2442, -0.5774)  0.71

Results
E_LUMO = 0.0114 Eh
energy relative to the best compared isomer or geometry (same formula, charge and spin) = 9.1 kcal/mol
total energy = -34657.1831 eV

***

Record 5
Density functional theory data (ωB97M-V with the def2-TZVPD basis set) for 2 unconnected molecules or ions with the total composition C8H16N3 in a non-equilibrium geometry.

Each line ends with the Löwdin charge.
Positions of all 27 atoms, in Å:
C (-1.5190, 0.8706, -1.4348)  -0.16
C (-2.5206, 0.2036, 0.6307)  -0.02
C (-0.6138, -1.0038, -0.1745)  -0.41
C (-0.0356, -2.3383, -0.1614)  0.00
C (1.6658, 1.1477, -0.9427)  -0.05
C (2.4979, -0.3626, 0.8563)  -0.08
C (0.4240, 0.9635, 1.2438)  0.00
C (1.4414, 0.5452, 0.3954)  -0.43
N (-0.7555, -0.4217, -1.2876)  0.12
N (-2.4862, 1.0131, -0.4189)  0.08
N (-1.5808, -0.7150, 0.8669)  0.16
H (-1.9310, 0.8579, -2.4793)  0.15
H (-3.3557, 0.4293, 1.2124)  0.15
H (0.4289, -2.4953, 0.7988)  0.09
H (0.6125, -2.3113, -1.0491)  0.11
H (-0.6768, -3.2153, -0.3076)  0.11
H (2.6532, 1.3798, -0.9624)  0.06
H (1.2488, 2.0521, -1.1298)  0.05
H (1.4413, 0.3349, -1.6114)  0.09
H (2.8523, -1.0726, 0.1378)  0.07
H (3.4093, 0.3266, 1.0927)  0.14
H (2.3144, -1.0376, 1.7938)  0.12
H (0.2879, 0.6092, 2.3097)  0.09
H (-0.8448, 1.7946, -1.4371)  0.13
H (-0.1595, 1.9270, 1.0512)  0.10
H (-3.2055, 1.7792, -0.6148)  0.21
H (-1.5927, -1.2610, 1.6221)  0.11

Results
E_LUMO = -0.1424 Eh
energy relative to the best compared isomer or geometry (same formula, charge and spin) = 64.6 kcal/mol
total charge = +1
total energy = -13016.6250 eV

***

Record 6
Density functional theory data (ωB97M-V with the def2-TZVPD basis set) for a gas-phase ion, C8H16N3O (charge +1) in a non-equilibrium geometry.

Each line ends with the Löwdin charge.
Positions of all 28 atoms, in Å:
C (-2.5385, -0.5003, 0.0800)  -0.24
C (-1.4760, -1.4525, 0.4153)  -0.17
C (-2.2286, 0.8418, 0.6028)  -0.23
C (1.8010, 1.3948, -0.8060)  -0.13
C (0.2315, 1.4902, 1.0739)  -0.15
C (-0.3057, -1.6786, -0.6195)  -0.10
C (1.6605, -0.1792, -1.2394)  -0.04
C (-0.8399, 1.2332, 0.2890)  -0.12
N (1.3282, -1.4361, 0.7991)  0.09
N (1.4933, 1.5893, 0.6054)  -0.07
N (0.9497, -1.0747, -0.2985)  -0.12
O (2.4855, -1.0597, 1.1780)  0.09
H (-2.5462, -0.3439, -0.9763)  0.10
H (-3.6065, -0.8039, 0.4408)  0.17
H (-0.8943, -1.1409, 1.2790)  0.11
H (-1.9102, -2.4118, 0.5630)  0.11
H (-2.8894, 1.5929, 0.2665)  0.10
H (-2.3193, 0.6985, 1.7778)  0.17
H (2.7977, 1.7160, -1.2058)  0.14
H (1.1030, 1.9945, -1.4370)  0.13
H (0.1683, 1.9371, 2.1076)  0.16
H (3.1373, -0.4584, 0.6087)  0.20
H (-0.1586, -2.7715, -0.6166)  0.14
H (-0.6400, -1.3031, -1.6670)  0.16
H (0.9953, -0.2581, -2.1533)  0.14
H (2.6413, -0.5088, -1.5210)  0.11
H (-0.6642, 0.8443, -0.7213)  0.09
H (2.2248, 2.0489, 1.1746)  0.16

Results
E_LUMO = -0.1683 Eh
energy relative to the best compared isomer or geometry (same formula, charge and spin) = 113.4 kcal/mol
total charge = +1
total energy = -15061.6597 eV